Entry 1:
# C15H44NO7P2S

A cluster of 6 separate species, C15H44NO7P2S in total in a non-equilibrium geometry (ωB97M-V/def2-TZVPD, the OMol25 dataset).

Bonds (Å) are listed after each position.
Atoms and positions in Å:
1 C 0.526 0.502 3.812  C2 1.500, H12 1.083, H13 1.078, H14 1.084
2 C 0.366 1.120 2.455  C1 1.500, O3 1.186, N4 1.395
3 O -0.547 1.861 2.298  C2 1.186
4 N 1.273 0.841 1.433  C2 1.395, C5 1.405, P8 1.826
5 C 1.929 1.954 0.879  N4 1.405, C6 1.517, O7 1.171
6 C 1.187 2.738 -0.186  C5 1.517, H15 1.077, H16 1.079, H17 1.084
7 O 2.945 2.391 1.265  C5 1.171
8 P 1.743 -0.903 1.163  N4 1.826, C9 1.915, P10 2.294, H18 1.447, H19 1.464, H20 1.460
9 C 3.360 -0.480 0.229  P8 1.915, H21 1.083, H22 1.081, H23 1.092
10 P 0.568 -1.049 -0.802  P8 2.294, S11 1.983, H24 1.414, H25 1.417
11 S -1.173 -1.921 -0.423  P10 1.983
12 H 1.418 -0.107 3.889  C1 1.083
13 H 0.535 1.242 4.596  C1 1.078
14 H -0.310 -0.176 3.935  C1 1.084
15 H 1.672 3.693 -0.299  C6 1.077
16 H 0.180 2.934 0.146  C6 1.079
17 H 1.200 2.249 -1.154  C6 1.084
18 H 0.525 -1.300 1.836  P8 1.447
19 H 2.035 -2.321 0.953  P8 1.464
20 H 2.481 -0.937 2.422  P8 1.460
21 H 4.010 0.061 0.905  C9 1.083
22 H 3.850 -1.425 0.043  C9 1.081
23 H 3.211 0.036 -0.723  C9 1.092
24 H 0.286 0.211 -1.377  P10 1.414
25 H 1.304 -1.835 -1.722  P10 1.417
26 C 4.833 4.415 -2.362  C27 1.519, H29 1.090, H30 1.092, H31 1.092
27 C 3.862 5.572 -2.201  C26 1.519, O28 1.421, H32 1.089, H33 1.097
28 O 2.913 5.306 -1.177  C27 1.421, H34 0.965
29 H 4.293 3.497 -2.596  C26 1.090
30 H 5.552 4.614 -3.160  C26 1.092
31 H 5.381 4.239 -1.435  C26 1.092
32 H 3.301 5.731 -3.121  C27 1.089
33 H 4.402 6.496 -1.963  C27 1.097
34 H 3.395 5.168 -0.353  O28 0.965
35 C -3.871 0.778 -3.512  C36 1.517, H38 1.092, H39 1.091, H40 1.090
36 C -2.504 1.419 -3.354  C35 1.517, O37 1.421, H41 1.091, H42 1.096
37 O -2.270 1.806 -2.006  C36 1.421, H43 0.965
38 H -4.653 1.468 -3.191  C35 1.092
39 H -4.060 0.491 -4.547  C35 1.091
40 H -3.948 -0.113 -2.888  C35 1.090
41 H -2.428 2.321 -3.962  C36 1.091
42 H -1.719 0.723 -3.671  C36 1.096
43 H -2.332 1.006 -1.468  O37 0.965
44 C 6.239 -5.259 0.241  C45 1.519, H47 1.091, H48 1.092, H49 1.093
45 C 4.904 -4.558 0.058  C44 1.519, O46 1.423, H50 1.088, H51 1.095
46 O 5.078 -3.223 -0.403  C45 1.423, H52 0.963
47 H 6.861 -4.711 0.949  C44 1.091
48 H 6.100 -6.278 0.609  C44 1.092
49 H 6.786 -5.303 -0.705  C44 1.093
50 H 4.370 -4.497 1.004  C45 1.088
51 H 4.277 -5.105 -0.655  C45 1.095
52 H 5.536 -3.258 -1.250  O46 0.963
53 C -6.926 -2.309 -1.352  C54 1.517, H56 1.090, H57 1.091, H58 1.094
54 C -6.725 -0.952 -2.001  C53 1.517, O55 1.425, H59 1.089, H60 1.096
55 O -6.324 -1.082 -3.362  C54 1.425, H61 0.963
56 H -6.006 -2.891 -1.402  C53 1.090
57 H -7.218 -2.204 -0.306  C53 1.091
58 H -7.701 -2.876 -1.874  C53 1.094
59 H -5.939 -0.398 -1.490  C54 1.089
60 H -7.648 -0.362 -1.953  C54 1.096
61 H -7.017 -1.561 -3.829  O55 0.963
62 C -4.594 -1.025 4.444  C63 1.519, H65 1.092, H66 1.092, H67 1.093
63 C -3.258 -0.404 4.076  C62 1.519, O64 1.427, H68 1.088, H69 1.094
64 O -2.214 -0.885 4.923  C63 1.427, H70 0.964
65 H -4.844 -0.806 5.483  C62 1.092
66 H -5.392 -0.645 3.803  C62 1.092
67 H -4.556 -2.113 4.342  C62 1.093
68 H -3.291 0.677 4.197  C63 1.088
69 H -3.004 -0.625 3.035  C63 1.094
70 H -2.162 -1.841 4.814  O64 0.964

- Total charge: -1
- E_tot: -61501.9959 eV

=====

Entry 2:
# C48H120N8O16

A cluster of 8 separate species, C48H120N8O16 in total in a non-equilibrium geometry (ωB97M-V/def2-TZVPD, the OMol25 dataset).

Bonds (Å) are listed after each position.
Atoms and positions in Å:
1 C 2.862 2.489 3.707  O2 1.364, H10 1.090, H11 1.090, H12 1.090
2 O 2.793 2.530 5.069  C1 1.364, C3 1.378
3 C 3.430 3.584 5.687  O2 1.378, C4 1.564, H13 1.090, H14 1.090
4 C 3.139 3.500 7.221  C3 1.564, N5 1.488, H15 1.090, H16 1.090
5 N 3.703 4.627 8.013  C4 1.488, C6 1.455, H17 1.010
6 C 5.127 4.340 8.101  N5 1.455, C7 1.507, H18 1.090, H19 1.090
7 C 5.386 3.780 9.476  C6 1.507, O8 1.428, H20 1.090, H21 1.090
8 O 5.052 4.798 10.420  C7 1.428, C9 1.446
9 C 5.346 4.372 11.770  O8 1.446, H22 1.090, H23 1.090, H24 1.090
10 H 3.853 2.440 3.255  C1 1.090
11 H 2.264 3.288 3.269  C1 1.090
12 H 2.387 1.589 3.315  C1 1.090
13 H 2.952 4.506 5.357  C3 1.090
14 H 4.472 3.575 5.365  C3 1.090
15 H 3.267 2.554 7.746  C4 1.090
16 H 2.080 3.544 7.477  C4 1.090
17 H 3.430 4.509 8.978  N5 1.010
18 H 5.664 5.275 7.945  C6 1.090
19 H 5.395 3.541 7.410  C6 1.090
20 H 6.445 3.521 9.472  C7 1.090
21 H 4.803 2.861 9.537  C7 1.090
22 H 4.702 3.520 11.988  C9 1.090
23 H 5.106 5.152 12.493  C9 1.090
24 H 6.398 4.104 11.865  C9 1.090
25 C -1.734 -2.526 0.056  O26 1.449, H34 1.090, H35 1.090, H36 1.090
26 O -0.649 -1.735 0.602  C25 1.449, C27 1.364
27 C 0.318 -1.245 -0.227  O26 1.364, C28 1.501, H37 1.090, H38 1.090
28 C 1.249 -0.487 0.674  C27 1.501, N29 1.431, H39 1.090, H40 1.090
29 N 0.767 0.780 1.132  C28 1.431, C30 1.454, H41 1.010
30 C 0.619 1.791 0.097  N29 1.454, C31 1.602, H42 1.090, H43 1.090
31 C 2.090 2.253 -0.336  C30 1.602, O32 1.485, H44 1.090, H45 1.090
32 O 2.304 1.452 -1.569  C31 1.485, C33 1.407
33 C 3.549 1.660 -2.190  O32 1.407, H46 1.090, H47 1.090, H48 1.090
34 H -1.443 -3.480 -0.384  C25 1.090
35 H -2.296 -2.038 -0.740  C25 1.090
36 H -2.444 -2.910 0.788  C25 1.090
37 H -0.140 -0.577 -0.956  C27 1.090
38 H 0.907 -2.025 -0.709  C27 1.090
39 H 2.183 -0.232 0.174  C28 1.090
40 H 1.409 -1.105 1.558  C28 1.090
41 H -0.050 0.704 1.722  N29 1.010
42 H 0.348 2.648 0.713  C30 1.090
43 H -0.129 1.544 -0.657  C30 1.090
44 H 2.725 1.954 0.498  C31 1.090
45 H 2.168 3.273 -0.713  C31 1.090
46 H 4.306 1.556 -1.413  C33 1.090
47 H 3.687 2.607 -2.712  C33 1.090
48 H 3.628 0.857 -2.924  C33 1.090
49 C -0.116 -3.117 3.682  O50 1.450, H58 1.090, H59 1.090, H60 1.090
50 O 0.521 -4.322 4.178  C49 1.450, C51 1.448
51 C 1.248 -5.117 3.211  O50 1.448, C52 1.552, H61 1.090, H62 1.090
52 C 1.721 -6.497 3.740  C51 1.552, N53 1.479, H63 1.090, H64 1.090
53 N 0.675 -7.441 4.193  C52 1.479, C54 1.500, H65 1.010
54 C 0.133 -8.293 3.083  N53 1.500, C55 1.524, H66 1.090, H67 1.090
55 C -0.850 -9.415 3.393  C54 1.524, O56 1.408, H68 1.090, H69 1.090
56 O -2.034 -9.008 4.037  C55 1.408, C57 1.438
57 C -2.986 -8.355 3.179  O56 1.438, H70 1.090, H71 1.090, H72 1.090
58 H -0.895 -3.300 2.940  C49 1.090
59 H 0.616 -2.479 3.188  C49 1.090
60 H -0.566 -2.426 4.394  C49 1.090
61 H 2.055 -4.530 2.775  C51 1.090
62 H 0.552 -5.291 2.390  C51 1.090
63 H 2.370 -6.260 4.584  C52 1.090
64 H 2.258 -6.902 2.883  C52 1.090
65 H -0.008 -6.935 4.738  N53 1.010
66 H 1.056 -8.678 2.649  C54 1.090
67 H -0.416 -7.746 2.317  C54 1.090
68 H -0.326 -10.060 4.098  C55 1.090
69 H -0.998 -10.032 2.506  C55 1.090
70 H -3.097 -7.284 3.344  C57 1.090
71 H -3.996 -8.764 3.168  C57 1.090
72 H -2.591 -8.316 2.164  C57 1.090
73 C 2.587 5.247 -4.229  O74 1.433, H82 1.090, H83 1.090, H84 1.090
74 O 3.581 6.248 -3.979  C73 1.433, C75 1.466
75 C 3.664 7.277 -5.019  O74 1.466, C76 1.546, H85 1.090, H86 1.090
76 C 5.067 7.925 -5.064  C75 1.546, N77 1.467, H87 1.090, H88 1.090
77 N 5.093 9.068 -5.983  C76 1.467, C78 1.408, H89 1.010
78 C 6.066 10.085 -6.000  N77 1.408, C79 1.555, H90 1.090, H91 1.090
79 C 5.788 11.079 -7.162  C78 1.555, O80 1.369, H92 1.090, H93 1.090
80 O 5.952 10.522 -8.402  C79 1.369, C81 1.454
81 C 5.983 11.353 -9.595  O80 1.454, H94 1.090, H95 1.090, H96 1.090
82 H 2.506 4.845 -3.220  C73 1.090
83 H 3.050 4.583 -4.959  C73 1.090
84 H 1.750 5.716 -4.748  C73 1.090
85 H 2.904 8.018 -4.767  C75 1.090
86 H 3.328 6.843 -5.961  C75 1.090
87 H 5.760 7.178 -5.451  C76 1.090
88 H 5.549 8.264 -4.147  C76 1.090
89 H 4.798 8.917 -6.937  N77 1.010
90 H 7.061 9.710 -6.240  C78 1.090
91 H 6.117 10.593 -5.036  C78 1.090
92 H 6.589 11.818 -7.154  C79 1.090
93 H 4.759 11.431 -7.085  C79 1.090
94 H 6.870 11.274 -10.223  C81 1.090
95 H 5.850 12.422 -9.425  C81 1.090
96 H 5.066 11.173 -10.156  C81 1.090
97 C -6.057 5.308 3.512  O98 1.461, H106 1.090, H107 1.090, H108 1.090
98 O -4.637 5.070 3.757  C97 1.461, C99 1.428
99 C -3.886 5.950 4.593  O98 1.428, C100 1.543, H109 1.090, H110 1.090
100 C -2.619 5.266 5.149  C99 1.543, N101 1.419, H111 1.090, H112 1.090
101 N -1.959 4.639 4.062  C100 1.419, C102 1.521, H113 1.010
102 C -0.814 3.665 4.297  N101 1.521, C103 1.558, H114 1.090, H115 1.090
103 C -1.054 2.136 4.479  C102 1.558, O104 1.386, H116 1.090, H117 1.090
104 O -1.550 1.686 3.266  C103 1.386, C105 1.402
105 C -1.787 0.306 3.325  O104 1.402, H118 1.090, H119 1.090, H120 1.090
106 H -6.131 6.178 2.859  C97 1.090
107 H -6.645 5.462 4.417  C97 1.090
108 H -6.436 4.389 3.066  C97 1.090
109 H -4.412 6.323 5.472  C99 1.090
110 H -3.465 6.823 4.095  C99 1.090
111 H -3.087 4.581 5.856  C100 1.090
112 H -1.986 5.962 5.701  C100 1.090
113 H -2.703 4.020 3.773  N101 1.010
114 H -0.374 4.051 5.216  C102 1.090
115 H -0.146 3.888 3.465  C102 1.090
116 H -1.913 2.007 5.137  C103 1.090
117 H -0.139 1.685 4.863  C103 1.090
118 H -2.327 -0.014 2.433  C105 1.090
119 H -2.175 0.072 4.316  C105 1.090
120 H -0.816 -0.156 3.145  C105 1.090
121 C -2.216 -5.090 -7.452  O122 1.463, H130 1.090, H131 1.090, H132 1.090
122 O -3.250 -5.955 -6.883  C121 1.463, C123 1.420
123 C -2.708 -7.235 -6.591  O122 1.420, C124 1.611, H133 1.090, H134 1.090
124 C -3.801 -8.266 -6.010  C123 1.611, N125 1.489, H135 1.090, H136 1.090
125 N -4.295 -7.638 -4.754  C124 1.489, C126 1.482, H137 1.010
126 C -3.392 -7.939 -3.618  N125 1.482, C127 1.559, H138 1.090, H139 1.090
127 C -3.927 -7.333 -2.284  C126 1.559, O128 1.399, H140 1.090, H141 1.090
128 O -3.855 -5.936 -2.292  C127 1.399, C129 1.353
129 C -3.839 -5.407 -1.047  O128 1.353, H142 1.090, H143 1.090, H144 1.090
130 H -2.067 -5.227 -8.523  C121 1.090
131 H -1.367 -5.152 -6.771  C121 1.090
132 H -2.428 -4.038 -7.260  C121 1.090
133 H -1.926 -7.076 -5.849  C123 1.090
134 H -2.154 -7.766 -7.366  C123 1.090
135 H -3.290 -9.226 -5.931  C124 1.090
136 H -4.641 -8.432 -6.685  C124 1.090
137 H -4.608 -6.680 -4.821  N125 1.010
138 H -2.352 -7.631 -3.728  C126 1.090
139 H -3.363 -9.025 -3.530  C126 1.090
140 H -3.192 -7.595 -1.523  C127 1.090
141 H -4.964 -7.655 -2.188  C127 1.090
142 H -4.122 -4.355 -1.080  C129 1.090
143 H -2.778 -5.540 -0.837  C129 1.090
144 H -4.495 -5.943 -0.360  C129 1.090
145 C 7.906 1.647 -8.554  O146 1.417, H154 1.090, H155 1.090, H156 1.090
146 O 6.776 2.450 -8.258  C145 1.417, C147 1.446
147 C 5.762 1.823 -7.440  O146 1.446, C148 1.546, H157 1.090, H158 1.090
148 C 4.654 2.902 -7.466  C147 1.546, N149 1.501, H159 1.090, H160 1.090
149 N 3.321 2.371 -7.025  C148 1.501, C150 1.439, H161 1.010
150 C 3.225 1.731 -5.741  N149 1.439, C151 1.550, H162 1.090, H163 1.090
151 C 1.786 1.189 -5.546  C150 1.550, O152 1.397, H164 1.090, H165 1.090
152 O 1.675 -0.092 -6.091  C151 1.397, C153 1.412
153 C 0.605 -0.859 -5.582  O152 1.412, H166 1.090, H167 1.090, H168 1.090
154 H 7.533 0.680 -8.891  C145 1.090
155 H 8.478 1.488 -7.640  C145 1.090
156 H 8.419 2.317 -9.244  C145 1.090
157 H 6.031 1.615 -6.404  C147 1.090
158 H 5.451 0.873 -7.874  C147 1.090
159 H 4.695 3.329 -8.468  C148 1.090
160 H 5.046 3.634 -6.760  C148 1.090
161 H 2.649 2.044 -7.704  N149 1.010
162 H 3.402 2.473 -4.962  C150 1.090
163 H 3.897 0.924 -5.447  C150 1.090
164 H 0.935 1.769 -5.905  C151 1.090
165 H 1.513 1.230 -4.491  C151 1.090
166 H 0.563 -1.694 -6.282  C153 1.090
167 H -0.409 -0.482 -5.450  C153 1.090
168 H 0.929 -1.164 -4.587  C153 1.090
169 C -10.273 -4.261 3.593  O170 1.407, H178 1.090, H179 1.090, H180 1.090
170 O -9.559 -5.405 3.189  C169 1.407, C171 1.469
171 C -8.720 -6.169 4.123  O170 1.469, C172 1.535, H181 1.090, H182 1.090
172 C -7.308 -6.120 3.525  C171 1.535, N173 1.460, H183 1.090, H184 1.090
173 N -6.906 -4.726 3.357  C172 1.460, C174 1.498, H185 1.010
174 C -5.809 -4.653 2.340  N173 1.498, C175 1.548, H186 1.090, H187 1.090
175 C -5.672 -3.235 1.734  C174 1.548, O176 1.367, H188 1.090, H189 1.090
176 O -6.857 -3.131 1.060  C175 1.367, C177 1.437
177 C -7.110 -1.979 0.240  O176 1.437, H190 1.090, H191 1.090, H192 1.090
178 H -10.533 -4.538 4.614  C169 1.090
179 H -11.243 -4.115 3.118  C169 1.090
180 H -9.743 -3.321 3.444  C169 1.090
181 H -9.144 -7.170 4.206  C171 1.090
182 H -8.881 -5.657 5.072  C171 1.090
183 H -7.389 -6.560 2.531  C172 1.090
184 H -6.711 -6.564 4.322  C172 1.090
185 H -7.721 -4.261 2.982  N173 1.010
186 H -5.902 -5.495 1.654  C174 1.090
187 H -4.834 -4.868 2.778  C174 1.090
188 H -4.888 -3.155 0.980  C175 1.090
189 H -5.447 -2.495 2.501  C175 1.090
190 H -6.986 -1.098 0.870  C177 1.090
191 H -8.162 -2.079 -0.027  C177 1.090
192 H -6.391 -2.035 -0.577  C177 1.090

- SMILES string: COCCNCCOC.COCCNCCOC.COCCNCCOC.COCCNCCOC.COCCNCCOC.COCCNCCOC.COCCNCCOC.COCCNCCOC
- E_tot: -96383.7137 eV
- Energy relative to the best compared isomer or geometry (same formula, charge and spin): 208.11 kcal per mole

=====

Entry 3:
# C6H13NO2

A cluster of 2 separate species, C6H13NO2 in total in a non-equilibrium geometry (ωB97M-V/def2-TZVPD, the OMol25 dataset).

Bonds (Å) are listed after each position.
Atoms and positions in Å:
1 C -1.496 -0.213 -1.412  C4 1.495, H8 1.089, H9 1.091, H10 1.097
2 C -1.391 -1.659 0.673  C4 1.497, H7 1.092, H11 1.096, H12 1.091
3 C 1.540 -0.180 -1.389  C5 1.504, H13 1.092, H14 1.094, H15 1.092
4 C -0.680 -0.754 -0.284  C1 1.495, C2 1.497, C5 1.390
5 C 0.702 -0.617 -0.219  C3 1.504, C4 1.390, H6 1.087
6 H 1.215 -1.288 0.466  C5 1.087
7 H -2.372 -1.258 0.934  C2 1.092
8 H -1.074 0.710 -1.810  C1 1.089
9 H -2.522 -0.017 -1.096  C1 1.091
10 H -1.517 -0.953 -2.221  C1 1.097
11 H -1.542 -2.633 0.192  C2 1.096
12 H -0.820 -1.784 1.594  C2 1.091
13 H 2.547 0.061 -1.038  C3 1.092
14 H 1.628 -0.968 -2.143  C3 1.094
15 H 1.144 0.720 -1.863  C3 1.092
16 C 0.366 1.176 1.186  N17 1.375, O18 1.386, O19 1.265
17 N 1.245 2.136 0.742  C16 1.375, H21 1.008, H22 1.007
18 O 0.861 0.604 2.347  C16 1.386, H20 0.972
19 O -0.882 1.363 1.089  C16 1.265
20 H 0.065 0.493 2.894  O18 0.972
21 H 0.856 2.843 0.138  N17 1.008
22 H 2.129 2.219 1.218  N17 1.007

- SMILES string: CC=C(C)C.NC(=O)O
- E_tot: -12016.8297 eV
- Energy relative to the best compared isomer or geometry (same formula, charge and spin): 43.71 kcal per mole

=====

The LUMO results, record by record, are as follows: 2.528; 0.390; 0.658 eV.